Entry 1:
C15H23N11O in the gas phase, computed with wB97M-V/def2-TZVPD.

Output
**F_max**: 7.899 eV Å⁻¹
**Energy relative to the best compared isomer or geometry (same formula, charge and spin)**: 3.55 kcal/mol
**HOMO-LUMO gap**: 9.1 eV
**Structure (SMILES)**: Cn1nnnc1Cn1nnc2c(N3CC[C@H](O)C3)nc(NC(C)(C)C)nc21
**E_HOMO**: -8.686 eV

Cartesian coordinates (Å):
H1 3.12 2.07 3.05
C1 -2.59 -1.56 1.42
N1 1.72 0.16 2.30
H2 2.41 2.06 -2.69
H3 -3.57 -0.87 -1.35
C2 3.14 -0.01 2.51
N2 1.72 4.24 -0.27
C3 -1.01 -0.11 0.15
H4 4.97 -0.84 1.50
N3 -2.22 -0.80 0.22
H5 4.79 1.43 2.83
N4 -0.22 -0.33 1.17
C4 1.69 2.72 -2.35
N5 1.38 0.98 0.01
C5 -3.44 -2.65 0.98
O1 -4.83 -2.12 1.12
C6 -3.02 -2.77 -0.50
H6 1.45 3.39 -3.25
H7 -5.02 -1.24 0.83
C7 -2.69 -1.39 -0.98
N6 -1.40 1.31 -1.93
C8 3.31 -0.75 3.91
C9 1.01 0.26 1.12
H8 2.92 -1.81 4.00
H9 3.83 1.68 1.44
C10 0.41 1.22 -0.79
H10 0.14 5.10 0.65
N7 3.81 4.51 -0.03
C11 3.89 -0.96 1.51
H11 -1.73 -1.95 1.93
H12 2.67 -0.24 4.66
H13 -3.17 -0.89 2.14
C12 2.36 3.50 -1.20
C13 3.75 1.39 2.48
H14 -3.87 -3.15 -1.07
N8 3.62 3.66 -1.11
N9 -0.67 2.01 -2.67
H15 1.14 -0.05 3.15
C14 0.30 4.61 -0.26
H16 0.08 5.19 -1.23
C15 -0.76 0.79 -0.83
H17 3.70 -2.01 1.75
H18 -3.28 -3.57 1.50
N10 2.71 4.87 0.42
H19 -2.16 -3.48 -0.67
H20 3.50 -0.79 0.55
H21 4.28 -0.63 4.17
H22 -0.19 3.73 -0.09
H23 -1.99 -1.49 -1.80
N11 0.45 2.02 -1.94


Entry 2:
7 unconnected molecules or ions with the total composition C13H28N3O15, computed with wB97M-V/def2-TZVPD.

Output
**F_max**: 6.254 eV Å⁻¹
**Energy relative to the best compared isomer or geometry (same formula, charge and spin)**: 332.60 kcal/mol
**Charge**: -1
**HOMO-LUMO gap**: 0.3 eV
**E_HOMO**: -2.585 eV

Cartesian coordinates (Å):
O1 4.46 -15.48 -6.83
H1 11.87 -13.82 -1.88
H2 13.57 -8.12 -4.85
O2 14.30 -13.16 0.20
H3 11.26 -13.80 -0.31
H4 -0.92 -1.48 -12.66
O3 1.58 -1.05 -11.18
H5 7.75 -7.21 -7.12
C1 14.14 -16.01 0.80
O4 15.36 -9.77 -6.53
H6 13.09 -15.84 -1.00
C2 1.83 -2.80 -12.88
C3 10.29 -3.32 -5.22
C4 1.16 -1.60 -12.21
C5 12.07 -13.37 -0.91
C6 5.93 -9.03 -5.14
H7 6.81 -8.80 -4.53
H8 0.90 1.02 -12.77
H9 8.23 -8.60 -6.75
O5 7.85 -14.75 -13.16
N1 -0.06 -1.08 -13.02
O6 10.60 -4.29 -4.49
H10 7.17 -15.26 -12.72
H11 8.24 -8.60 -9.12
H12 6.57 -7.85 -9.14
H13 1.12 -3.47 -13.35
N2 7.43 -8.17 -7.18
H14 5.75 -10.09 -5.32
H15 14.92 -15.54 1.39
C7 6.09 -8.20 -6.42
H16 6.81 -9.63 -8.63
O7 5.24 -7.52 -6.92
H17 14.59 -15.43 -1.27
H18 0.00 -1.40 -13.98
H19 -0.53 0.77 -11.92
O8 10.01 -2.16 -4.67
H20 14.52 -16.94 0.38
O9 13.25 -9.64 -6.40
C8 -0.05 0.49 -12.86
C9 8.17 -15.46 -14.24
C10 14.36 -9.25 -6.03
H21 13.16 -16.18 1.27
H22 3.67 -13.63 -8.77
H23 5.08 -8.65 -4.58
C11 7.22 -8.63 -8.73
O10 7.53 -16.50 -14.56
H24 -0.67 0.78 -13.71
C12 13.52 -13.84 -0.40
O11 10.09 -3.47 -6.44
O12 4.20 -15.40 -8.98
O13 3.51 -13.71 -7.83
H25 2.55 -3.38 -12.30
O14 9.23 -15.11 -14.85
C13 4.03 -14.92 -7.85
N3 13.88 -15.39 -0.56
O15 14.47 -8.43 -5.01
H26 12.01 -12.28 -0.86
H27 10.15 -2.56 -3.81
H28 2.25 -2.38 -13.79


Entry 3:
A gas-phase ion, C3H5N2 (charge +1), computed with wB97M-V/def2-TZVPD.

Output
**F_max**: 4.087 eV Å⁻¹
**Energy relative to the best compared isomer or geometry (same formula, charge and spin)**: 158.88 kcal/mol
**Charge**: +1
**HOMO-LUMO gap**: 10.5 eV
**E_HOMO**: -15.677 eV

Cartesian coordinates (Å):
H1 2.04 -0.33 0.53
C1 -1.16 -0.01 0.21
N1 1.12 -0.61 0.07
H2 -1.89 0.77 0.10
H3 0.93 -1.73 0.04
H4 0.24 2.03 -1.02
C2 0.60 0.02 -1.20
C3 0.11 0.40 0.37
N2 0.77 1.29 -0.63
H5 -1.79 -0.89 0.70


Entry 4:
2 unconnected molecules or ions with the total composition C5H10O, computed with wB97M-V/def2-TZVPD.

Output
**F_max**: 2.082 eV Å⁻¹
**Energy relative to the best compared isomer or geometry (same formula, charge and spin)**: 75.50 kcal/mol
**HOMO-LUMO gap**: 9.2 eV
**Structure (SMILES)**: C=CCO.C=C
**E_HOMO**: -8.356 eV

Cartesian coordinates (Å):
H1 0.33 2.61 0.55
H2 1.10 -2.15 1.29
C1 -1.43 -0.82 -0.91
H3 1.26 1.07 -1.13
H4 0.08 1.18 1.72
H5 -1.42 -1.73 -0.33
H6 2.26 -0.16 0.31
C2 -1.85 0.33 -0.39
H7 -1.85 1.26 -0.95
H8 -2.18 0.41 0.64
H9 -1.07 -0.88 -1.94
C3 0.90 0.73 -0.16
C4 1.28 -0.67 0.08
H10 1.44 -1.35 -0.77
C5 0.40 1.55 0.75
O1 0.69 -1.29 1.19


Entry 5:
H4N3P in the gas phase, computed with wB97M-V/def2-TZVPD.

Output
**F_max**: 3.488 eV Å⁻¹
**Energy relative to the best compared isomer or geometry (same formula, charge and spin)**: 86.65 kcal/mol
**HOMO-LUMO gap (spin up / spin down)**: 8.2 / 7.6 eV
**E_HOMO (spin up / spin down)**: -9.044 / -8.320 eV

Cartesian coordinates (Å):
H1 0.55 1.57 -0.14
N1 0.09 -0.74 0.35
N2 -1.04 -0.74 -0.32
H2 -1.20 -0.16 -1.11
N3 0.52 0.86 2.30
H3 -1.75 -1.39 -0.24
P1 0.89 0.56 0.82
H4 2.30 0.22 0.71


Entry 6:
C9H12N2O in the gas phase, computed with wB97M-V/def2-TZVPD.

Output
**F_max**: 3.405 eV Å⁻¹
**Energy relative to the best compared isomer or geometry (same formula, charge and spin)**: 72.36 kcal/mol
**HOMO-LUMO gap**: 9.2 eV
**Structure (SMILES)**: O=C[C@@H]1CCCN1n1cccc1
**E_HOMO**: -8.487 eV

Cartesian coordinates (Å):
O1 1.39 -2.81 0.41
H1 0.51 -0.91 -1.32
H2 -3.93 -0.16 -1.37
C1 -3.11 -0.22 -0.62
H3 2.15 2.59 -0.12
H4 -1.21 0.61 -1.51
H5 -0.25 2.05 0.18
C2 0.45 1.37 0.77
H6 -4.13 -1.35 1.09
C3 -1.83 0.22 -0.68
H7 3.14 0.23 -1.05
N1 0.22 -0.07 0.61
C4 1.84 -1.81 -0.06
H8 2.73 1.36 0.95
H9 0.36 1.65 1.79
C5 1.89 1.60 0.20
C6 1.11 -0.58 -0.49
C7 1.98 0.56 -0.90
C8 -1.96 -1.01 1.18
H10 -1.70 -1.43 2.13
H11 1.64 1.03 -1.85
H12 3.01 -1.61 -0.29
C9 -3.17 -1.03 0.57
N2 -1.13 -0.29 0.36


Entry 7:
3 unconnected molecules or ions with the total composition C24H50BN3O7, computed with wB97M-V/def2-TZVPD.

Output
**F_max**: 5.414 eV Å⁻¹
**Energy relative to the best compared isomer or geometry (same formula, charge and spin)**: 278.01 kcal/mol
**HOMO-LUMO gap**: 8.4 eV
**Structure (SMILES)**: CB(O)N[C@H](O)COCCc1ccc(C)cc1.COCCNCCOC.COCCNCCOC
**E_HOMO**: -8.206 eV

Cartesian coordinates (Å):
C1 -2.36 -3.72 0.22
H1 1.07 2.72 -4.93
H2 -1.95 0.54 -6.35
H3 4.52 6.77 1.10
H4 -1.11 0.09 0.75
H5 -2.02 -2.72 4.27
C2 0.29 2.70 2.32
H6 -1.94 2.29 -1.67
H7 -1.03 2.97 -5.10
H8 -0.07 -0.34 -4.83
C3 0.17 -2.47 3.04
H9 -3.74 -2.28 -0.29
C4 -0.18 -0.90 2.63
C5 -1.01 -3.24 3.93
O1 3.75 5.83 2.70
N1 -2.16 -5.18 -0.18
H10 0.80 -0.29 2.31
H11 -0.58 2.49 1.68
C6 -1.10 1.18 -6.06
H12 0.38 3.77 2.44
H13 2.03 -7.44 4.29
B1 -3.33 -5.97 0.46
H14 -2.66 1.08 -3.62
C7 1.66 2.24 0.39
H15 3.54 3.75 2.77
H16 3.19 4.62 4.27
H17 2.36 -2.67 2.00
H18 -0.77 -0.34 3.50
O2 -3.73 -3.27 -0.09
C8 3.97 5.85 1.28
H19 -1.33 -5.50 0.40
H20 0.16 -0.47 -6.55
H21 2.05 4.74 2.95
H22 -0.84 1.76 -6.96
H23 0.11 2.30 3.32
C9 -1.30 -2.69 -0.53
C10 1.57 1.80 -4.65
H24 -2.18 -1.26 1.52
H25 -2.49 3.51 -2.82
H26 -2.74 -6.00 2.77
C11 -3.69 -5.94 2.06
C12 0.64 -5.61 3.92
H27 -1.59 -5.31 5.05
C13 1.81 -4.87 3.03
C14 -0.21 4.53 -3.26
C15 2.52 3.46 0.02
H28 -4.55 -6.21 -1.13
H29 0.02 4.30 -4.28
H30 1.21 1.42 -3.69
N2 1.84 4.74 0.22
C16 1.54 -3.27 2.63
O3 -4.16 -6.82 -0.43
C17 -1.71 2.75 -2.64
C18 0.87 -7.21 4.34
H31 4.65 5.04 0.99
O4 -0.39 -2.00 0.39
O5 1.48 2.11 1.81
H32 -0.62 -3.38 -1.22
H33 -2.15 -3.60 1.38
H34 0.40 -7.42 5.40
H35 -0.91 0.96 -3.44
N3 -1.60 2.14 -5.07
H36 2.63 2.04 -4.55
H37 0.66 5.05 -2.85
H38 -4.41 -5.06 2.38
C19 0.10 0.26 -5.74
H39 -1.83 -1.95 -1.29
O6 1.39 0.87 -5.70
H40 2.21 1.35 0.09
H41 3.02 6.22 -0.62
H42 -1.08 5.20 -3.23
C20 -0.75 -4.83 4.39
H43 1.20 4.69 1.01
C21 -1.72 1.64 -3.69
H44 0.70 2.23 -0.14
C22 3.11 4.66 3.18
O7 -0.42 3.35 -2.48
H45 3.43 3.39 0.61
C23 -1.07 -1.00 1.22
H46 0.34 -7.83 3.47
H47 2.07 6.73 0.76
C24 2.71 5.92 0.39
H48 2.78 -5.44 2.70
H49 2.81 3.38 -1.03
H50 -4.30 -6.94 2.29


Entry 8:
A gas-phase ion, C5H10N2O (charge +2), computed with wB97M-V/def2-TZVPD.

Output
**F_max**: 5.350 eV Å⁻¹
**Energy relative to the best compared isomer or geometry (same formula, charge and spin)**: 107.37 kcal/mol
**Charge**: +2
**HOMO-LUMO gap**: 10.4 eV
**E_HOMO**: -17.980 eV

Cartesian coordinates (Å):
N1 0.85 0.56 2.43
H1 -0.03 -0.93 -2.86
H2 -1.65 0.99 1.15
C1 0.04 -1.48 -0.97
H3 1.36 -0.33 2.45
H4 0.36 -2.93 -2.48
H5 -0.18 0.33 2.69
H6 0.60 -3.34 -0.66
H7 -1.50 0.95 -2.80
C2 -0.86 0.60 -1.96
H8 -1.30 2.41 -0.81
N2 0.36 -2.66 -1.44
C3 0.54 0.99 1.05
O1 -0.39 -0.71 -2.01
H9 1.18 1.34 3.09
C4 -0.69 1.07 0.50
C5 -1.01 1.34 -0.83
H10 1.35 0.86 0.37


Entry 9:
A molecular structure, C23H36N8NiO4S, computed with wB97M-V/def2-TZVPD.

Output
**F_max**: 1.038 eV Å⁻¹
**Charge**: +2
**HOMO-LUMO gap (spin up / spin down)**: 8.3 / 8.3 eV
**2S+1**: 3
**E_HOMO (spin up / spin down)**: -14.792 / -14.795 eV

Cartesian coordinates (Å):
H1 3.12 0.68 2.38
H2 0.02 -5.58 -4.91
S1 -1.02 -7.22 -3.54
H3 2.13 3.21 0.10
C1 0.47 -5.64 -1.87
H4 1.12 1.09 -3.16
H5 1.94 -3.44 -3.31
H6 -1.49 -7.85 -6.34
H7 0.70 -2.63 1.66
C2 2.33 0.05 1.96
C3 -1.57 -0.49 -2.49
C4 3.04 1.23 -0.14
H8 -1.42 -1.93 3.82
H9 3.79 1.65 0.53
C5 -1.94 -1.28 1.00
C6 -0.84 -6.25 -5.06
C7 -3.01 -2.16 1.12
H10 0.91 -6.48 -1.35
H11 2.33 2.68 -1.55
H12 1.05 -5.47 -2.77
H13 0.87 1.59 2.43
H14 2.51 -0.97 2.29
C8 0.06 1.23 -2.91
N1 -1.53 -0.88 -0.20
C9 1.09 -2.87 -2.91
H15 0.29 3.27 -2.18
N2 2.38 0.07 0.48
H16 -1.50 -6.43 -1.38
C10 0.85 -3.20 -1.48
Ni1 0.41 -0.25 -0.32
H17 1.31 -1.81 -3.00
H18 -1.54 -5.09 -2.57
C11 0.48 -4.34 0.34
H19 -1.05 -0.24 4.22
H20 -4.44 -3.31 0.01
C12 -3.19 -2.15 -1.29
N3 0.91 -2.32 -0.47
N4 -0.43 0.04 -2.26
C13 -1.58 -0.88 3.52
C14 -2.12 -1.26 -1.33
H21 0.26 -7.83 -6.04
N5 -0.06 -0.12 1.72
H22 -3.35 -2.49 2.09
H23 -0.49 1.53 -3.80
H24 -1.14 2.42 -1.58
H25 -0.47 -6.65 -7.14
N6 0.59 -4.44 -1.04
C15 -0.98 -5.96 -2.21
N7 0.64 1.88 -0.60
H26 -1.76 -5.68 -5.15
C16 -1.12 -0.71 2.12
C17 0.69 -3.04 0.67
C18 0.97 0.51 2.52
H27 -1.85 0.03 -4.56
H28 -3.68 -2.48 -2.19
O1 0.16 -8.01 -3.37
H29 2.90 -0.75 0.20
H30 0.92 0.26 3.58
C19 2.05 2.34 -0.56
H31 0.16 2.26 0.21
C20 -0.62 -7.21 -6.22
H32 -2.99 -1.17 -3.94
O2 -0.04 -6.51 0.82
C21 -2.43 -0.27 -3.69
H33 -2.64 -0.68 3.61
C22 -3.61 -2.61 -0.05
H34 -3.17 0.51 -3.48
H35 0.21 -3.11 -3.52
C23 -0.08 2.31 -1.82
O3 -2.32 -7.81 -3.53
O4 -0.04 -5.03 2.41
N8 0.07 -5.38 1.24
H36 3.56 0.88 -1.03


Entry 10:
2 unconnected molecules or ions with the total composition C3H10NS, computed with wB97M-V/def2-TZVPD.

Output
**F_max**: 0.932 eV Å⁻¹
**Energy relative to the best compared isomer or geometry (same formula, charge and spin)**: 16.25 kcal/mol
**Charge**: -1
**HOMO-LUMO gap**: 6.6 eV
**E_HOMO**: -2.421 eV

Cartesian coordinates (Å):
H1 -0.67 0.88 -0.13
H2 -1.23 -1.70 0.02
C1 -1.05 -1.07 -0.87
H3 0.67 -2.01 -1.45
H4 -1.98 0.85 -1.34
H5 0.73 1.70 1.75
N1 0.36 -1.06 -1.27
C2 -1.53 0.33 -0.49
C3 1.70 1.27 1.46
H6 2.46 1.84 1.99
H7 -1.65 -1.52 -1.67
S1 1.91 -0.51 1.69
H8 1.71 1.59 0.41
H9 0.88 -0.87 -0.38
H10 -2.30 0.28 0.28


Entry 11:
C4H7NO in the gas phase, computed with wB97M-V/def2-TZVPD.

Output
**F_max**: 0.827 eV Å⁻¹
**Energy relative to the best compared isomer or geometry (same formula, charge and spin)**: 51.17 kcal/mol
**HOMO-LUMO gap**: 10.9 eV
**Structure (SMILES)**: O=CC[C@H]1CN1
**E_HOMO**: -9.796 eV

Cartesian coordinates (Å):
H1 0.04 -0.54 2.20
N1 0.45 1.43 1.15
H2 -0.14 1.92 1.82
H3 -0.42 0.94 -1.69
H4 1.60 -0.37 1.23
C1 -0.30 0.45 0.38
H5 1.12 0.23 -1.16
C2 -0.43 -1.18 -1.53
C3 0.03 0.18 -1.04
H6 -0.16 -1.39 -2.58
H7 -1.34 0.34 0.66
O1 -1.03 -2.00 -0.88
C4 0.59 -0.02 1.44


Entry 12:
2 unconnected molecules or ions with the total composition C28H59BClN2O7S, computed with wB97M-V/def2-TZVPD.

Output
**F_max**: 3.706 eV Å⁻¹
**Charge**: -1
**HOMO-LUMO gap**: 6.5 eV
**E_HOMO**: -4.687 eV

Cartesian coordinates (Å):
C1 1.68 4.72 -1.41
H1 -4.59 -7.46 -0.74
H2 -5.51 1.26 1.17
B1 1.08 3.00 0.23
H3 2.36 -2.45 0.19
C2 -0.93 1.44 0.34
H4 5.23 0.29 -3.72
C3 2.13 3.01 1.49
C4 -2.21 1.74 -3.03
C5 0.67 -2.10 1.83
H5 2.43 0.31 4.14
H6 -1.78 -0.28 1.76
C6 -0.01 -1.15 0.63
H7 -2.11 -0.50 -2.23
H8 5.77 3.64 -1.02
C7 -0.78 0.12 1.30
C8 -2.22 0.12 -3.22
C9 -4.67 0.44 1.19
O1 -0.22 2.63 0.90
H9 3.81 4.95 -0.34
H10 1.94 0.66 1.52
C10 0.83 2.08 4.30
H11 0.09 0.11 5.24
H12 -4.34 -1.33 -2.31
O2 1.02 4.43 -0.13
C11 3.32 4.68 -1.37
H13 -0.99 3.49 -1.98
H14 4.69 2.27 -0.29
H15 -1.31 -0.17 -3.93
H16 -0.06 -2.94 2.21
H17 -0.12 0.47 2.23
H18 -1.49 2.69 5.68
C12 -4.12 -1.41 -3.46
H19 -2.74 2.21 1.54
H20 3.70 5.51 -2.13
S1 -2.76 -4.92 -0.60
H21 0.03 2.27 3.47
H22 6.73 1.95 -2.71
H23 -5.49 -6.15 -2.60
H24 -2.00 1.14 5.06
H25 3.93 3.56 -2.98
H26 -0.83 -1.85 0.13
H27 -4.04 0.40 2.17
H28 6.45 -0.57 -2.11
H29 -5.11 -4.84 -0.55
H30 3.81 -1.07 1.78
N1 -1.37 1.65 5.73
H31 -3.48 -2.34 -3.78
H32 -3.71 -8.01 -2.16
H33 3.12 2.06 4.26
Cl1 -5.38 -1.29 0.97
H34 3.17 3.49 1.15
H35 -3.13 2.19 -2.45
O3 1.17 1.96 -0.81
C13 6.01 0.22 -1.33
H36 1.40 5.85 -1.68
N2 3.75 3.35 -1.96
C14 2.14 -2.71 1.31
H37 6.81 0.35 -0.49
H38 1.34 4.08 -2.32
C15 -2.58 -6.68 -0.86
C16 2.24 1.42 3.76
O4 -1.80 -4.23 -1.44
H39 4.31 -2.88 1.97
H40 3.20 -2.10 3.34
H41 -3.07 -0.22 -0.29
H42 -0.04 2.42 -3.22
H43 2.20 -3.88 1.41
C17 -0.20 1.46 -1.14
H44 0.94 -1.38 2.73
C18 -3.88 -7.15 -1.51
H45 -4.29 1.10 -0.96
C19 2.47 1.54 2.13
O5 4.85 1.15 -3.35
C20 -0.86 2.36 -2.35
H46 -4.46 -3.81 -1.86
H47 0.88 -0.88 -0.08
H48 -2.70 2.94 -0.25
H49 0.65 1.52 6.51
C21 -4.46 -5.96 -2.29
H50 4.98 -0.21 -0.97
C22 5.72 1.58 -2.21
C23 0.10 1.25 5.51
H51 1.70 3.79 2.28
H52 3.64 1.35 1.96
C24 -4.37 -4.77 -1.34
H53 0.07 0.43 -1.66
H54 -5.18 -1.53 -3.99
O6 -3.45 -0.21 -4.00
H55 -3.86 -5.78 -3.18
C25 -3.60 0.81 -0.04
C26 3.42 -2.12 2.18
H56 -1.73 -6.84 -1.52
H57 1.11 3.15 4.73
H58 -2.27 2.20 -4.13
C27 5.01 2.80 -1.31
O7 -2.87 -4.66 0.82
C28 -2.52 1.97 0.39
H59 -2.41 -7.18 0.10